{
  "formula": "C30H41FMnNO6P2S2",
  "method": "ωB97M-V/def2-TZVPD",
  "species": ["Mn", "C", "C", "C", "C", "C", "C", "C", "C", "C", "C", "C", "C", "N", "C", "C", "C", "C", "C", "C", "F", "H", "H", "H", "H", "H", "H", "H", "H", "H", "H", "H", "H", "H", "H", "H", "H", "H", "H", "H", "H", "H", "O", "S", "O", "O", "C", "C", "C", "C", "C", "C", "S", "O", "O", "O", "H", "H", "H", "H", "C", "P", "C", "C", "C", "P", "C", "C", "H", "H", "H", "H", "H", "H", "H", "H", "H", "H", "H", "H", "H", "H", "H", "H"],
  "positions_angstrom": [[-0.48, -0.41, 0.48], [-0.05, -3.72, 2.84], [-1.55, -3.43, 2.78], [-1.86, -2.03, 3.33], [-2.17, -3.58, 1.40], [-3.36, -4.28, 1.33], [-4.01, -4.46, 0.13], [-3.47, -3.92, -1.02], [-2.28, -3.19, -1.00], [-1.87, -2.68, -2.37], [-1.36, -3.85, -3.23], [-0.89, -1.51, -2.50], [-1.62, -3.03, 0.23], [-0.38, -2.33, 0.26], [0.68, -3.02, -0.25], [0.70, -4.41, -0.48], [1.82, -5.03, -1.00], [2.96, -4.30, -1.32], [2.98, -2.93, -1.12], [1.86, -2.33, -0.59], [1.82, -0.96, -0.41], [0.27, -3.85, 3.87], [0.52, -2.90, 2.40], [0.18, -4.63, 2.29], [-2.04, -4.16, 3.43], [-1.46, -1.27, 2.64], [-1.41, -1.90, 4.31], [-2.93, -1.87, 3.40], [-3.78, -4.70, 2.23], [-4.94, -5.01, 0.08], [-4.00, -4.03, -1.95], [-2.81, -2.32, -2.81], [-0.44, -4.24, -2.80], [-1.15, -3.51, -4.24], [-2.09, -4.65, -3.28], [0.14, -1.85, -2.39], [-1.10, -0.71, -1.78], [-0.99, -1.08, -3.49], [-0.19, -4.99, -0.26], [1.81, -6.09, -1.15], [3.82, -4.79, -1.74], [3.83, -2.32, -1.39], [-4.60, 0.79, 0.79], [-3.77, 0.02, -0.09], [-4.38, -1.19, -0.60], [-2.41, -0.29, 0.46], [-3.35, 0.97, -1.56], [-3.92, 0.60, -2.76], [-3.50, 1.19, -3.94], [-2.51, 2.16, -3.91], [-1.95, 2.54, -2.70], [-2.37, 1.94, -1.52], [-1.52, 2.41, -0.02], [-0.93, 3.70, -0.28], [-2.35, 2.34, 1.14], [-0.41, 1.38, 0.06], [-4.69, -0.15, -2.73], [-3.93, 0.89, -4.88], [-2.18, 2.63, -4.82], [-1.19, 3.30, -2.63], [1.69, -0.65, 3.68], [0.92, 0.34, 2.32], [-0.19, 1.41, 3.31], [2.35, 1.48, 2.04], [2.15, 2.57, 0.99], [2.16, 1.95, -0.77], [2.00, 3.63, -1.53], [4.01, 1.76, -0.96], [2.10, 0.01, 4.44], [2.48, -1.27, 3.27], [0.94, -1.29, 4.13], [0.38, 1.95, 4.06], [-0.94, 0.79, 3.80], [-0.72, 2.10, 2.65], [3.21, 0.86, 1.77], [2.55, 1.94, 3.02], [2.95, 3.31, 1.10], [1.19, 3.07, 1.14], [2.77, 4.30, -1.16], [1.02, 4.01, -1.28], [2.09, 3.55, -2.61], [4.55, 2.66, -0.69], [4.22, 1.52, -2.00], [4.36, 0.93, -0.34]],
  "total_charge": 0,
  "energy_ha": -4403.9419,
  "homo_lumo_gap_ev": [5.83, 7.49],
  "e_lumo_ev": [-2.10, -0.62],
  "spin_multiplicity": 5
}



{
  "formula": "C30H41Ge2HfN5S6Sb",
  "method": "ωB97M-V/def2-TZVPD",
  "species": ["Hf", "S", "Sb", "S", "S", "S", "S", "C", "C", "C", "C", "C", "N", "H", "H", "H", "H", "C", "C", "Ge", "C", "C", "C", "C", "Ge", "C", "C", "C", "C", "C", "C", "C", "C", "C", "C", "H", "H", "H", "H", "H", "H", "H", "H", "H", "H", "H", "H", "H", "H", "H", "H", "H", "H", "H", "H", "H", "H", "H", "H", "H", "H", "C", "C", "C", "C", "N", "C", "S", "N", "H", "H", "H", "H", "H", "C", "N", "C", "C", "N", "C", "H", "H", "H", "H", "H", "H"],
  "positions_angstrom": [[1.10, -0.56, -2.32], [-0.36, -5.33, -0.56], [-1.16, -3.63, -1.80], [0.31, -2.73, -3.46], [-0.78, -1.47, -0.41], [-3.37, -3.50, -2.35], [1.43, 1.53, -3.75], [-0.27, 1.33, -4.07], [-1.09, 2.10, -4.88], [-2.40, 1.76, -5.08], [-2.90, 0.62, -4.43], [-2.05, -0.13, -3.66], [-0.79, 0.26, -3.44], [-0.62, 2.91, -5.40], [-3.01, 2.30, -5.80], [-3.94, 0.31, -4.61], [-2.31, -1.08, -3.22], [1.86, 1.47, 2.31], [1.99, 2.12, 0.96], [0.44, 1.62, -0.30], [0.12, 3.38, -1.20], [-0.48, 4.44, -0.20], [-0.85, 1.68, 1.24], [-1.93, 0.96, 1.41], [-2.62, -0.41, 0.15], [-3.68, -1.72, 1.12], [-2.86, -2.47, 2.17], [-3.73, 0.43, -1.20], [-3.33, 1.83, -1.61], [-2.92, 1.13, 2.52], [-2.58, 0.68, 3.78], [-3.55, 0.61, 4.79], [-4.82, 1.04, 4.57], [-5.19, 1.54, 3.34], [-4.25, 1.57, 2.34], [1.03, 1.90, 2.86], [2.74, 1.67, 2.91], [1.69, 0.42, 2.29], [2.94, 1.77, 0.50], [1.94, 3.22, 1.07], [-0.48, 3.35, -2.12], [1.11, 3.73, -1.51], [-1.58, 4.22, -0.01], [-0.43, 5.48, -0.52], [-0.08, 4.40, 0.83], [-0.64, 2.47, 1.98], [-4.13, -2.44, 0.41], [-4.45, -1.16, 1.60], [-2.12, -3.03, 1.60], [-3.47, -3.18, 2.77], [-2.36, -1.81, 2.86], [-4.76, 0.39, -0.77], [-3.84, -0.23, -2.10], [-3.37, 2.44, -0.72], [-3.95, 2.36, -2.33], [-2.35, 1.86, -2.04], [-1.57, 0.39, 4.00], [-3.34, 0.21, 5.79], [-5.64, 0.81, 5.25], [-6.23, 1.85, 3.15], [-4.56, 1.94, 1.38], [5.55, 0.77, 1.19], [5.54, -0.29, 0.16], [6.47, -1.30, 0.12], [6.42, -2.09, -0.99], [5.64, -1.90, -2.06], [4.67, -0.94, -1.90], [3.51, -0.61, -3.19], [4.58, -0.12, -0.80], [4.61, 1.04, 1.67], [5.97, 1.65, 0.67], [6.28, 0.55, 2.00], [7.11, -1.53, 0.97], [7.10, -2.91, -1.14], [3.25, -3.64, 2.22], [2.94, -3.26, 0.85], [3.27, -4.00, -0.27], [2.85, -3.32, -1.34], [2.20, -2.15, -0.89], [2.28, -2.19, 0.44], [2.30, -3.76, 2.80], [3.88, -2.90, 2.68], [3.72, -4.65, 2.19], [3.74, -4.96, -0.19], [2.74, -3.55, -2.42], [1.81, -1.48, 1.14]],
  "total_charge": -1,
  "energy_ha": -8273.0243,
  "relative_energy_kcal_mol": 0.0,
  "homo_lumo_gap_ev": 6.78,
  "e_lumo_ev": 2.09
}



{
  "formula": "C30H42AsB2F4N7O4RbSSe2",
  "method": "ωB97M-V/def2-TZVPD",
  "species": ["Rb", "C", "C", "N", "O", "B", "F", "F", "O", "N", "C", "C", "C", "N", "O", "B", "F", "F", "O", "N", "C", "C", "C", "H", "H", "H", "H", "H", "H", "H", "H", "H", "H", "H", "H", "Se", "Se", "C", "C", "C", "C", "C", "N", "C", "C", "C", "C", "C", "N", "H", "H", "H", "H", "H", "H", "H", "H", "C", "As", "C", "C", "S", "H", "H", "H", "H", "H", "H", "H", "H", "H", "C", "N", "C", "C", "C", "C", "C", "C", "C", "C", "H", "H", "H", "H", "H", "H", "H", "H", "H", "H", "H", "H", "H"],
  "positions_angstrom": [[-0.22, 0.55, 0.02], [-1.55, 2.29, -4.60], [-1.36, 1.30, -3.48], [-1.55, 1.56, -2.25], [-1.89, 2.85, -1.91], [-2.94, 2.91, -0.92], [-2.99, 4.17, -0.41], [-4.13, 2.39, -1.33], [-2.47, 1.90, 0.33], [-3.16, 2.06, 1.38], [-3.84, 1.15, 1.96], [-4.58, 1.50, 3.21], [-3.90, -0.24, 1.40], [-2.97, -0.50, 0.57], [-2.96, -1.73, 0.03], [-1.76, -1.96, -0.83], [-0.57, -1.87, -0.01], [-1.84, -3.23, -1.35], [-1.69, -0.88, -1.81], [-1.03, -1.13, -2.98], [-0.91, -0.11, -3.76], [-0.23, -0.36, -5.07], [-5.00, -1.17, 1.82], [-1.96, 3.21, -4.21], [-2.23, 1.88, -5.35], [-0.60, 2.50, -5.10], [-4.43, 2.54, 3.45], [-4.23, 0.87, 4.03], [-5.65, 1.31, 3.07], [-0.03, -1.43, -5.17], [0.71, 0.18, -5.15], [-0.86, -0.05, -5.91], [-5.00, -1.32, 2.90], [-4.85, -2.13, 1.33], [-5.97, -0.77, 1.53], [1.19, 1.57, 3.25], [-0.21, 1.31, 5.05], [-1.21, -0.27, 4.48], [-2.15, -0.75, 5.37], [-2.80, -1.93, 5.05], [-2.50, -2.57, 3.86], [-1.55, -1.99, 3.03], [-0.91, -0.85, 3.33], [0.43, 3.11, 2.37], [-0.26, 4.12, 3.03], [-0.74, 5.19, 2.28], [-0.49, 5.22, 0.92], [0.22, 4.19, 0.36], [0.68, 3.14, 1.06], [-2.35, -0.24, 6.31], [-3.54, -2.35, 5.73], [-2.98, -3.50, 3.57], [-1.29, -2.45, 2.08], [-0.42, 4.08, 4.10], [-1.29, 5.98, 2.77], [-0.87, 6.03, 0.30], [0.45, 4.18, -0.70], [3.60, 2.43, -2.48], [3.69, 1.60, -0.73], [4.03, 3.10, 0.50], [5.48, 0.86, -0.77], [2.64, -0.75, -1.54], [4.46, 3.08, -2.60], [2.68, 3.01, -2.57], [3.61, 1.65, -3.23], [4.79, 2.78, 1.20], [3.12, 3.37, 1.03], [4.38, 3.95, -0.09], [6.20, 1.67, -0.76], [5.60, 0.26, -1.67], [5.63, 0.23, 0.10], [1.40, -3.80, -3.77], [2.22, -3.56, -2.55], [3.38, -4.49, -2.43], [1.34, -3.58, -1.33], [1.97, -3.02, -0.10], [1.88, -3.77, 1.07], [2.27, -3.25, 2.30], [2.78, -1.96, 2.34], [2.91, -1.22, 1.17], [2.51, -1.73, -0.06], [2.03, -3.72, -4.65], [0.60, -3.06, -3.79], [0.97, -4.80, -3.71], [2.59, -2.61, -2.60], [2.99, -5.51, -2.33], [3.95, -4.22, -1.55], [3.99, -4.42, -3.33], [1.03, -4.61, -1.18], [0.46, -3.00, -1.60], [1.45, -4.76, 1.03], [2.18, -3.84, 3.20], [3.08, -1.52, 3.29], [3.31, -0.22, 1.23]],
  "total_charge": 1,
  "energy_ha": -9762.6389,
  "relative_energy_kcal_mol": 0.0,
  "homo_lumo_gap_ev": [5.94, 6.52],
  "e_lumo_ev": [-4.36, -4.11]
}



{
  "formula": "C30H42AsIN5O5SSr",
  "method": "ωB97M-V/def2-TZVPD",
  "species": ["Sr", "C", "C", "N", "C", "C", "C", "C", "C", "C", "C", "N", "C", "C", "N", "N", "H", "H", "H", "H", "H", "H", "H", "H", "H", "H", "H", "H", "H", "H", "H", "H", "H", "H", "O", "S", "O", "O", "O", "C", "As", "C", "C", "H", "H", "H", "H", "H", "H", "H", "H", "H", "N", "C", "O", "C", "I", "H", "H", "H", "H", "C", "C", "C", "C", "C", "C", "C", "C", "C", "C", "C", "C", "C", "C", "H", "H", "H", "H", "H", "H", "H", "H", "H", "H", "H"],
  "positions_angstrom": [[-0.15, 0.26, -0.22], [3.22, -1.62, 2.12], [2.46, -1.28, 3.41], [1.04, -1.00, 3.33], [0.13, -2.11, 3.17], [0.20, -2.93, 1.88], [-0.02, -4.30, 1.86], [-0.04, -4.95, 0.64], [0.18, -4.23, -0.52], [0.42, -2.87, -0.41], [0.71, -2.02, -1.63], [1.81, -1.08, -1.36], [3.10, -1.65, -1.02], [3.86, -0.73, -0.07], [3.14, -0.54, 1.17], [0.41, -2.24, 0.77], [4.27, -1.85, 2.41], [2.81, -2.53, 1.67], [2.60, -2.10, 4.12], [2.93, -0.40, 3.86], [0.83, -0.23, 2.71], [0.25, -2.80, 4.02], [-0.88, -1.71, 3.22], [-0.18, -4.84, 2.78], [-0.21, -6.02, 0.60], [0.19, -4.70, -1.50], [0.91, -2.70, -2.47], [-0.17, -1.45, -1.98], [1.88, -0.42, -2.12], [2.94, -2.61, -0.54], [3.71, -1.85, -1.91], [4.87, -1.14, 0.08], [3.97, 0.25, -0.54], [3.43, 0.33, 1.60], [-1.06, -0.29, -4.03], [-1.26, 0.87, -3.16], [-1.98, 1.97, -3.78], [-2.05, 0.38, -1.92], [0.06, 1.34, -2.59], [-4.19, -0.72, 2.64], [-2.85, 0.59, 2.08], [-3.88, 1.51, 0.69], [-3.19, 1.86, 3.53], [-5.18, -0.26, 2.69], [-3.92, -1.12, 3.62], [-4.20, -1.55, 1.92], [-4.88, 1.77, 1.04], [-3.94, 0.88, -0.20], [-3.35, 2.42, 0.41], [-4.26, 2.01, 3.68], [-2.72, 2.81, 3.27], [-2.74, 1.49, 4.45], [-2.97, -2.05, -2.05], [-2.90, -2.52, -0.82], [-2.39, -1.90, 0.13], [-3.45, -3.91, -0.58], [-5.52, -3.82, -0.08], [-2.66, -1.03, -2.21], [-3.40, -2.58, -2.78], [-2.95, -4.36, 0.27], [-3.37, -4.54, -1.46], [3.49, 6.24, 3.46], [2.78, 6.24, 2.26], [2.20, 5.08, 1.78], [2.31, 3.88, 2.48], [3.05, 3.88, 3.67], [3.62, 5.05, 4.16], [1.73, 2.60, 1.99], [0.60, 2.37, 1.30], [-0.34, 3.47, 1.03], [-0.77, 3.75, -0.27], [-1.74, 4.71, -0.52], [-2.31, 5.42, 0.53], [-1.91, 5.15, 1.83], [-0.94, 4.19, 2.08], [3.94, 7.15, 3.83], [2.68, 7.16, 1.70], [1.66, 5.10, 0.84], [3.15, 2.96, 4.22], [4.18, 5.02, 5.09], [2.33, 1.74, 2.31], [-0.36, 3.19, -1.11], [-2.05, 4.89, -1.54], [-3.07, 6.16, 0.34], [-2.35, 5.69, 2.66], [-0.62, 3.98, 3.10]],
  "total_charge": -1,
  "energy_ha": -4780.9056,
  "relative_energy_kcal_mol": 37.1,
  "homo_lumo_gap_ev": 6.21,
  "e_lumo_ev": 1.91
}